The following is a quantum chemistry calculation of C4H6O3Sc as an isolated structure, from the Open Molecules 2025 dataset.

Structure (XYZ):
```
14
C4H6O3Sc | the Open Molecules 2025 dataset | ωB97M-V with the def2-TZVPD basis set
C 1.531 1.482 -1.424
C 2.165 1.313 -0.398
H 0.824 1.714 -2.212
H 2.825 1.062 0.425
H 0.839 0.863 -0.371
Sc -3.568 0.838 -0.542
O -2.357 -0.631 0.419
C -1.363 -0.129 -0.157
O -1.459 1.022 -0.686
O -0.124 -0.533 0.074
C 0.117 -1.569 1.049
H 1.198 -1.729 1.039
H -0.213 -1.227 2.034
H -0.417 -2.476 0.751
```

Its energy relative to the best compared isomer or geometry (same formula, charge and spin) is 65.36 kJ/mol. The charge is +3. As for the HOMO energy: -24.0 eV.